Below is a cluster of 3 separate species, C4H12NS2 in total in a non-equilibrium geometry, with properties calculated with ωB97M-V/def2-TZVPD.

Geometry as XYZ:
```
19
Properties=species:S:1:pos:R:3
C -0.59715 -1.32269 -0.17826
C -0.04979 2.04051 2.10216
C 0.19438 -0.15671 0.11486
C 1.17379 2.57880 2.13338
N -0.82469 -1.60010 -2.85301
S 1.93820 -0.17445 0.27009
S 2.61417 1.75992 2.79519
H -1.54494 -1.28765 0.44938
H -0.99746 -1.42318 -1.35547
H -0.20405 -2.33439 0.03170
H -0.30366 0.98542 2.41578
H -0.84969 2.63495 1.76165
H -0.08435 0.96768 0.20253
H 1.18991 3.61611 1.93403
H -0.64281 -0.63191 -2.84772
H -1.40388 -1.68154 -3.71296
H 0.10466 -2.11846 -3.00806
H 2.08519 -1.54694 0.30939
H 3.58172 2.65738 2.62832
```

Output
Multiplicity   1
LUMO   -5.28 eV
Energy relative to the best compared isomer or geometry (same formula, charge and spin)   354.6 kJ/mol
Orbital gap   6.817 eV
Energy   -27493.3079 eV
Net charge   +1

Below is a cluster of 2 separate species, C4H12O in total in a non-equilibrium geometry, with properties calculated with ωB97M-V/def2-TZVPD.

Geometry as XYZ:
```
17
Properties=species:S:1:pos:R:3
C 0.32835 -1.91338 1.43290
O -0.23196 -1.09029 2.45107
H -0.18894 -1.32596 3.41852
H 1.30111 -1.48147 1.29324
H -0.42890 -1.92246 0.60584
H 0.54319 -2.95749 1.63866
C -0.65062 1.23308 -1.28936
C 0.37088 0.34707 -1.96567
C -0.28069 1.51741 0.14499
H -0.88514 2.16472 -1.88362
H -1.59302 0.66395 -1.23476
H 0.22557 -0.74639 -1.81703
H 0.19847 0.58490 0.54185
H 0.55548 2.15394 0.51966
H 1.41039 0.40399 -1.59741
H 0.35731 0.41661 -3.07264
H -1.03151 1.95176 0.81377
```

Output
Multiplicity   1
LUMO   0.91 eV
Energy relative to the best compared isomer or geometry (same formula, charge and spin)   156.2 kJ/mol
Orbital gap   11.274 eV
Energy   -6388.5018 eV
Net charge   0

Below is a cluster of 2 separate species, C4H12O in total in a non-equilibrium geometry, with properties calculated with ωB97M-V/def2-TZVPD.

Geometry as XYZ:
```
17
Properties=species:S:1:pos:R:3
C 1.13509 -2.66911 -1.51576
C -0.17219 -2.92888 -0.79239
H 1.08301 -2.78688 -2.60473
H 1.38865 -1.59880 -1.44404
H 1.95386 -3.23424 -1.07650
H -1.02439 -2.39357 -1.21334
H -0.09938 -2.53329 0.22538
H -0.49148 -3.96534 -0.78931
C -0.22069 1.96908 1.34050
C -1.05275 0.89559 0.61268
O 0.20688 3.02067 0.46452
H -0.87482 2.46025 2.06094
H 0.62681 1.50867 1.84967
H -1.33490 1.25305 -0.37819
H 1.08818 2.80960 0.15131
H -1.98825 0.78091 1.13779
H -0.49197 -0.03153 0.54601
```

Output
Multiplicity   1
LUMO   0.87 eV
Energy relative to the best compared isomer or geometry (same formula, charge and spin)   63.0 kJ/mol
Orbital gap   11.154 eV
Energy   -6389.4682 eV
Net charge   0

Below is a cluster of 2 separate species, C4H12O in total in a non-equilibrium geometry, with properties calculated with ωB97M-V/def2-TZVPD.

Geometry as XYZ:
```
17
Properties=species:S:1:pos:R:3
C -2.46136 0.54694 0.41380
C -1.47920 -0.40446 -0.26407
O -3.63956 -0.15246 0.91285
H -1.98345 0.96167 1.30140
H -2.91815 1.25158 -0.27054
H -0.49026 0.06346 -0.25871
H -3.37305 -0.97087 1.35773
H -1.69350 -0.49943 -1.32882
H -1.48008 -1.36859 0.22510
C 2.51691 -0.70512 -0.33874
C 2.33291 0.81076 -0.21560
H 3.44744 -0.98030 0.15603
H 1.74490 -1.28375 0.14833
H 2.52310 -0.97622 -1.39343
H 1.82390 1.10243 0.70733
H 1.82651 1.29842 -1.04467
H 3.30294 1.30594 -0.10800
```

Output
Multiplicity   1
LUMO   0.97 eV
Energy relative to the best compared isomer or geometry (same formula, charge and spin)   66.3 kJ/mol
Orbital gap   11.190 eV
Energy   -6389.4336 eV
Net charge   0

Below is a cluster of 2 separate species, C4H12O in total in a non-equilibrium geometry, with properties calculated with ωB97M-V/def2-TZVPD.

Geometry as XYZ:
```
17
Properties=species:S:1:pos:R:3
C -2.28076 1.73306 0.51467
O -1.42715 2.81648 0.68291
H -0.49636 2.66632 0.44940
H -2.17013 0.95041 1.23989
H -2.21504 1.31308 -0.53173
H -3.30868 2.08196 0.49745
C 1.27466 -1.62828 -0.37895
C 0.42198 -0.85968 -1.42596
C 1.54591 -0.82730 0.91463
H 0.68716 -2.49628 -0.02241
H 2.22747 -1.86991 -0.80531
H -0.48511 -1.27030 -1.80669
H 1.13443 -1.28980 1.80959
H 2.61399 -0.83591 1.16011
H 1.11678 -0.83802 -2.27240
H 0.19139 0.14499 -1.04164
H 1.16947 0.20919 1.01643
```

Output
Multiplicity   1
LUMO   0.93 eV
Energy relative to the best compared isomer or geometry (same formula, charge and spin)   120.2 kJ/mol
Orbital gap   11.379 eV
Energy   -6388.8753 eV
Net charge   0

Below is a cluster of 3 separate species, C4H12O2 in total in a non-equilibrium geometry, with properties calculated with ωB97M-V/def2-TZVPD.

Geometry as XYZ:
```
18
Properties=species:S:1:pos:R:3
C 1.01154 -1.78064 0.40499
C -0.47095 -1.57264 0.19170
C -1.03953 -0.39885 0.45552
C -2.49545 -0.11633 0.09811
H 1.45507 -1.40382 1.31706
H 1.23879 -2.84441 0.37378
H 1.52258 -1.36185 -0.45620
H -1.00172 -2.36413 -0.32408
H -0.47037 0.41014 0.89632
H -3.12315 -0.91897 0.46478
H -2.83947 0.83198 0.51336
H -2.58198 -0.07161 -0.98291
H 0.15413 0.41246 -1.50229
H 1.35065 1.17859 -0.96478
O 1.08113 0.59516 -1.68987
H 2.22903 2.34266 1.06906
H 0.91081 3.14520 1.01464
O 1.38242 2.40550 0.62082
```

Output
Multiplicity   1
LUMO   0.45 eV
Energy relative to the best compared isomer or geometry (same formula, charge and spin)   58.5 kJ/mol
Orbital gap   9.489 eV
Energy   -8436.9082 eV
Net charge   0